# 1
17
Properties=species:S:1:pos:R:3 method="wB97M-V/def2-TZVPD" relative_energy_kcal_mol=144.6 gap_ev=10.1644 e_lumo_ha=0.0395 total_charge=0 smiles=C1CN2[C@H]3[C@H]1OC[C@H]32 spin_multiplicity=1
C 0.88767 -1.49860 -0.40562
C -0.54789 -1.65327 0.32623
N -0.64076 -0.44717 1.22341
C 0.52525 0.32063 0.97783
C 0.63112 0.00096 -0.51752
O 0.87871 1.25145 -1.20798
C -0.33305 1.84490 -0.65837
C -0.62161 1.11584 0.68857
H 0.96395 -1.92357 -1.41495
H 1.72398 -1.73065 0.24798
H -0.66501 -2.53380 0.89663
H -1.31483 -1.75166 -0.48826
H 1.35086 0.63945 1.60739
H -0.44114 -0.05699 -0.86052
H -1.16253 1.79530 -1.37949
H -0.21964 2.91417 -0.49115
H -1.01508 1.71300 1.45584

# 2
69
Properties=species:S:1:pos:R:3 method="wB97M-V/def2-TZVPD" gap_ev="7.0648 / 4.5504" s2=16.049 e_lumo_ha="-0.3640 / -0.4568" total_charge=+3 spin_multiplicity=8
Gd -0.02292 0.10618 -1.05594
P -1.73954 2.25017 -0.58558
P -1.97056 -1.53174 0.45458
P 2.04677 1.99987 -1.83551
H -0.63094 -5.58578 -2.09658
C 0.11579 -4.76153 -2.19848
C 1.21309 -4.65892 -1.42453
H 1.51237 -5.38374 -0.65679
C -2.93226 2.51390 -1.96055
C -2.87951 2.39901 0.84835
C -1.02635 3.93466 -0.40646
C -1.90270 -3.34520 0.77960
C -2.55588 -0.96608 2.10862
C -3.58669 -1.47882 -0.43285
C 3.67472 1.28448 -2.32440
C 2.66617 3.15500 -0.53400
C 1.85102 3.05221 -3.32247
H -0.02842 -3.96412 -2.97304
H 1.81105 -3.72778 -1.54832
H -3.56956 3.38498 -1.74942
H -3.56616 1.62556 -2.09093
H -2.38741 2.68559 -2.89867
H -3.38276 3.37574 0.80928
H -2.31490 2.35304 1.78783
H -3.64263 1.61436 0.86112
H -1.84480 4.65623 -0.25689
H -0.44100 4.22476 -1.28577
H -0.36903 3.96382 0.47346
H -2.91320 -3.77237 0.74962
H -1.49153 -3.53671 1.77805
H -1.27279 -3.85385 0.04140
H -3.54623 -1.39823 2.32986
H -2.64614 0.12929 2.11772
H -1.85608 -1.27078 2.89966
H -4.28397 -2.13313 0.11021
H -3.46946 -1.84819 -1.46113
H -3.99415 -0.46021 -0.47938
H 4.08422 1.83409 -3.18434
H 3.54095 0.23878 -2.61981
H 4.38652 1.34490 -1.49228
H 3.17779 4.01333 -0.99281
H 3.38117 2.62543 0.10731
H 1.85538 3.50640 0.11425
H 2.84673 3.37841 -3.65304
H 1.23997 3.94196 -3.13374
H 1.38803 2.46646 -4.13108
C 1.06413 -1.29436 -4.87045
C 0.65791 -0.43477 -5.90839
C 1.01744 -0.70254 -7.22990
C 1.82050 -1.81003 -7.52181
C 2.34128 -2.59434 -6.48588
C 1.96881 -2.33916 -5.16227
S 0.44231 -1.11693 -3.23596
H 0.58028 0.37831 -2.97623
H 0.07090 0.44118 -5.64228
H 0.64020 -0.06674 -8.02459
H 2.04995 -2.03430 -8.56828
H 3.00725 -3.43154 -6.73362
H 2.38684 -2.93393 -4.35074
C 1.39901 -1.17504 2.69921
C 0.99069 0.06679 2.02220
C 0.40846 1.15757 2.83399
O 1.13531 0.18487 0.76002
H 1.75722 -0.91581 3.69664
H 2.18319 -1.69638 2.14412
H 0.55345 -1.87730 2.79807
H 0.34429 2.10888 2.28627
H -0.61506 0.90554 3.17066
H 1.04084 1.30359 3.72447

no.,electronic energy (hartree)
1,-363.79375
2,-3049.99867